Molecular formula: C32H42N8
Method: DFT, the ωB97M-V functional and the def2-TZVPD basis

Structure (ORCA input):
```
! RIJCOSX wB97M-V def2-TZVPD def2/J DEFGRID3
* xyz 0 1
C 5.78 -0.57 -5.74
C 5.12 -1.66 -5.16
C 4.53 -1.15 -3.98
N 4.78 0.18 -3.95
C 5.30 0.54 -5.15
H 6.33 -0.60 -6.67
H 5.04 -2.69 -5.47
H 4.00 -1.65 -3.18
H 4.59 0.71 -3.11
H 5.48 1.59 -5.31
C -5.64 -2.53 -0.50
C -6.95 -3.03 -0.69
C -7.81 -1.91 -0.83
N -7.06 -0.76 -0.79
C -5.79 -1.17 -0.56
H -4.72 -3.09 -0.44
H -7.10 -4.09 -0.73
H -8.84 -2.01 -1.13
H -7.39 0.18 -0.99
H -5.00 -0.42 -0.57
C -5.49 2.61 7.04
C -4.63 2.50 5.95
C -4.86 3.61 5.14
N -5.78 4.47 5.70
C -6.18 3.84 6.83
H -5.48 1.96 7.89
H -4.09 1.61 5.67
H -4.43 3.84 4.17
H -5.96 5.41 5.39
H -6.76 4.40 7.55
C -0.17 -5.03 -4.34
C -0.76 -3.80 -4.72
C -0.82 -3.72 -6.11
N -0.33 -4.91 -6.51
C 0.16 -5.69 -5.47
H 0.01 -5.35 -3.33
H -1.05 -2.97 -4.08
H -1.05 -2.96 -6.83
H -0.23 -5.13 -7.50
H 0.84 -6.51 -5.65
C -0.11 5.81 -3.05
C -0.31 4.62 -2.42
C 0.65 3.87 -3.02
N 1.59 4.60 -3.72
C 1.06 5.84 -3.79
H -0.69 6.72 -2.98
H -1.00 4.33 -1.64
H 0.94 2.85 -2.82
H 2.34 4.14 -4.22
H 1.56 6.63 -4.33
C -4.18 -6.24 4.43
C -4.60 -5.30 5.37
C -4.37 -4.08 4.86
N -3.73 -4.23 3.57
C -3.46 -5.60 3.40
H -4.36 -7.29 4.60
H -5.25 -5.47 6.21
H -4.55 -3.07 5.20
H -3.33 -3.51 2.99
H -2.86 -5.93 2.56
C 8.64 3.81 2.52
C 9.80 4.00 3.21
C 10.84 4.24 2.31
N 10.26 4.04 1.05
C 8.95 3.79 1.25
H 7.72 3.52 3.00
H 9.73 3.91 4.29
H 11.92 4.24 2.35
H 10.65 3.88 0.13
H 8.25 3.56 0.46
C 0.19 -1.51 1.04
C 0.11 0.02 1.42
C 1.35 0.74 1.97
C 2.50 1.01 1.08
N 3.37 1.20 0.38
H -0.69 -1.82 0.47
H 0.27 -2.17 1.90
H 1.16 -1.74 0.61
H -0.82 0.14 1.98
H -0.02 0.54 0.46
H 1.76 0.16 2.79
H 1.14 1.76 2.28
*
```

Calculated values
M in Da: 538.744
Kohn-Sham gap in eV: 8.07
HOMO level in eV: -8.02
Relative energy (zero: lowest compared OMol25 entry of this formula, charge and spin) in eV: 3.029
Structure (SMILES): c1cc[nH]c1.c1cc[nH]c1.c1cc[nH]c1.c1cc[nH]c1.c1cc[nH]c1.c1cc[nH]c1.c1cc[nH]c1.CCCC#N
E in eV: -45779.691

Molecular formula: C25H44AsN4O4PtSSi2
Method: DFT, the ωB97M-V functional and the def2-TZVPD basis

Structure (ORCA input):
```
! RIJCOSX wB97M-V def2-TZVPD def2/J DEFGRID3
* xyz 1 3
Pt -0.23 0.11 0.42
C 1.62 3.29 4.30
C 1.25 2.91 2.85
N 0.12 2.00 2.85
C 0.45 0.83 3.65
C 0.58 1.23 5.14
N 0.55 2.73 5.19
C -0.81 3.22 4.76
C -1.06 2.66 3.34
H 1.65 4.37 4.47
H 2.56 2.85 4.63
H 2.09 2.42 2.35
H 0.98 3.80 2.27
H 1.38 0.41 3.28
H -0.33 0.08 3.53
H 1.52 0.91 5.59
H -0.25 0.88 5.76
H 0.72 3.04 6.14
H -0.77 4.31 4.80
H -1.52 2.87 5.50
H -1.33 3.47 2.66
H -1.89 1.95 3.35
C 5.55 -1.55 -4.26
C 4.75 -1.35 -3.01
C 4.75 -0.13 -2.34
C 4.04 0.04 -1.16
C 3.31 -1.02 -0.65
C 3.29 -2.25 -1.30
C 4.01 -2.40 -2.47
S 2.47 -0.86 0.89
O 2.09 0.57 1.01
O 3.31 -1.35 1.94
O 1.19 -1.62 0.71
H 5.98 -0.61 -4.61
H 4.93 -1.95 -5.05
H 6.37 -2.25 -4.08
H 5.31 0.70 -2.74
H 4.04 0.99 -0.65
H 2.72 -3.07 -0.88
H 4.00 -3.36 -2.98
C -5.54 -0.63 1.62
Si -3.71 -1.03 1.72
C -3.36 -2.83 1.34
C -3.21 -0.71 3.51
As -2.57 0.35 0.18
Si -3.10 -0.74 -1.86
C -2.11 -2.33 -2.02
C -4.92 -1.18 -1.99
C -2.72 0.48 -3.23
H -6.10 -1.27 2.30
H -5.95 -0.74 0.63
H -5.71 0.41 1.93
H -3.66 -3.46 2.17
H -2.30 -2.99 1.15
H -3.91 -3.16 0.46
H -3.86 -1.34 4.12
H -3.40 0.32 3.81
H -2.19 -0.98 3.74
H -2.71 -3.18 -1.71
H -1.20 -2.34 -1.41
H -1.84 -2.50 -3.07
H -5.23 -1.95 -1.29
H -5.09 -1.57 -3.00
H -5.56 -0.31 -1.87
H -1.75 0.97 -3.14
H -3.48 1.27 -3.22
H -2.77 -0.02 -4.20
N 1.15 -2.24 -4.59
C 1.77 -1.05 -4.69
O 2.58 -0.79 -5.55
C 1.40 -0.01 -3.67
C 1.68 1.32 -3.95
C 1.35 2.29 -3.03
C 0.76 1.90 -1.84
N 0.50 0.63 -1.55
C 0.82 -0.31 -2.44
H 1.35 -2.94 -5.29
H 0.38 -2.40 -3.97
H 2.15 1.56 -4.89
H 1.54 3.34 -3.21
H 0.49 2.62 -1.07
H 0.61 -1.33 -2.14
*
```

Calculated values
M in Da: 822.890
Kohn-Sham gap (alpha / beta) in eV: 7.18 / 6.98
HOMO level (alpha / beta) in eV: -9.79 / -10.45
Relative energy (zero: lowest compared OMol25 entry of this formula, charge and spin) in eV: 0.625
E in eV: -131461.410